61
Properties=species:S:1:pos:R:3:forces:R:3 method="wB97M-V/def2-TZVPD" e_above_lowest_kj_mol=0.00 smiles="C[C@@H]1CN(S(=O)(=O)c2ccc(NC(=O)CCCN3C(=O)c4ccccc4C3=O)cc2)C[C@H](C)O1" e_tot_ha=-1944.7197 orbital_gap_ev=8.45
C -6.785132 -0.139468 -0.429094 0.50 0.14 0.01
C -5.277743 0.034907 -0.321718 -0.25 -0.34 0.17
C -4.545880 -1.313123 -0.320507 -0.50 0.19 0.30
N -3.107784 -1.122617 -0.333208 0.53 0.01 0.94
S -2.410494 -0.811489 1.154277 0.23 -0.52 -0.16
O -3.108433 -1.596925 2.129858 -0.15 -0.16 -0.08
O -2.264200 0.596427 1.427306 0.15 -0.04 -0.12
C -0.778136 -1.506267 0.921783 -0.51 0.26 -0.05
C -0.642473 -2.689608 0.221531 0.04 -0.12 0.01
C 0.610755 -3.248291 0.067851 0.11 0.11 0.07
C 1.735631 -2.622119 0.610130 -0.37 0.26 0.07
C 1.574766 -1.452938 1.351606 -0.03 -0.13 -0.03
C 0.316900 -0.897018 1.501352 -0.10 0.12 0.03
H 0.170884 0.007733 2.069769 0.07 0.13 0.07
H 2.424532 -0.995746 1.834051 0.07 0.02 0.06
N 2.987162 -3.227887 0.438210 -0.21 -0.69 0.19
C 4.180368 -2.724675 -0.008761 0.10 0.40 -0.03
O 5.141915 -3.454978 -0.081589 0.27 -0.11 -0.09
C 4.202868 -1.283979 -0.471538 0.10 -0.09 -0.19
H 5.241349 -1.026572 -0.686393 -0.06 -0.06 0.12
H 3.840881 -0.620127 0.311531 0.03 0.04 0.02
C 3.355628 -1.115939 -1.736374 0.01 0.22 0.08
H 3.772136 -1.727730 -2.537880 -0.03 -0.04 -0.02
C 3.323136 0.339577 -2.202929 -0.03 -0.32 -0.19
N 2.724586 1.203962 -1.209868 0.20 -0.16 -0.22
C 1.386484 1.170464 -0.857621 -0.12 -0.14 -0.18
O 0.564286 0.432613 -1.349086 0.04 0.12 -0.04
C 1.222657 2.200945 0.193251 0.32 0.55 0.41
C 0.110707 2.591704 0.911133 0.11 -0.06 -0.13
C 0.277190 3.611329 1.845942 -0.08 -0.07 -0.05
C 1.509316 4.212806 2.047943 0.11 0.02 -0.01
C 2.631371 3.812722 1.327182 0.04 -0.12 -0.13
C 2.469003 2.802815 0.402595 -0.64 0.07 0.27
C 3.449745 2.157855 -0.499126 0.18 -0.01 -0.10
O 4.627707 2.363415 -0.636110 0.00 0.06 0.09
H 3.596052 4.270458 1.481247 0.10 0.05 0.01
H 1.603575 5.001588 2.779207 -0.01 0.06 0.06
H -0.574761 3.932918 2.425128 -0.07 0.04 0.07
H -0.844839 2.107610 0.779203 -0.05 -0.01 -0.05
H 4.334484 0.716435 -2.374728 -0.14 0.00 -0.03
H 2.740384 0.414054 -3.125489 0.10 0.04 0.06
H 2.330246 -1.441936 -1.552184 0.04 -0.02 -0.12
H 2.993853 -4.238692 0.514432 0.11 0.16 -0.01
H 0.733227 -4.169944 -0.481831 0.01 -0.06 -0.09
H -1.519147 -3.152218 -0.201256 -0.05 -0.11 -0.11
C -2.667385 -0.231420 -1.389812 0.07 0.55 -0.19
H -1.603402 -0.041580 -1.252816 0.04 0.07 -0.21
C -3.458297 1.083620 -1.382638 0.41 0.10 -0.19
C -3.109088 1.947090 -2.585191 -0.20 -0.27 0.40
H -2.042826 2.153749 -2.591871 0.15 0.06 -0.04
H -3.660266 2.881812 -2.540992 -0.02 0.11 -0.02
H -3.381731 1.428379 -3.500323 0.01 -0.05 -0.15
O -4.849858 0.814035 -1.424036 -0.11 0.01 -0.14
H -3.227643 1.618916 -0.447881 -0.06 -0.07 -0.19
H -2.822061 -0.745897 -2.343990 0.05 0.02 0.02
H -4.786504 -1.883530 0.575935 -0.21 -0.05 -0.12
H -4.817708 -1.885754 -1.213323 0.02 0.02 0.04
H -5.017215 0.560170 0.614205 -0.07 -0.04 -0.12
H -7.029388 -0.657313 -1.352744 -0.06 -0.09 -0.10
H -7.154574 -0.712772 0.415871 -0.10 -0.07 0.09
H -7.265830 0.834305 -0.442500 -0.08 0.07 0.02